[1]
Here is one molecule with the formula C4H9NO from OMol25. Energies are from the ωB97M-V functional and the def2-TZVPD basis.

Kohn-Sham gap = 0.39148 Ha
molar mass = 87.122 g mol⁻¹
E_LUMO = 0.88 eV
maximum force = 0.38 eV Å⁻¹
spin multiplicity = 1
energy relative to the best compared isomer or geometry (same formula, charge and spin) = 33.9 kJ/mol
total energy = -7831.968 eV
structure (SMILES) = CC(C)NC=O
HOMO = -9.7732 eV

Each line ends with the natural charge from an NBO analysis.
Geometry (Å):
1 C 0.112149 -0.629654 1.519523  -0.6101
2 C -0.000033 0.244871 0.271924  -0.0696
3 C 1.321511 0.927665 -0.071156  -0.6103
4 N -0.481244 -0.541885 -0.858659  -0.6172
5 C -1.633450 -0.260020 -1.518826  0.5303
6 O -2.386527 0.659253 -1.260469  -0.6180
7 H 0.427071 -0.035498 2.383195  0.2147
8 H 0.859436 -1.419462 1.373881  0.1976
9 H -0.848933 -1.098896 1.750389  0.2194
10 H -0.770081 1.005559 0.431265  0.2321
11 H 1.210652 1.556772 -0.959664  0.2199
12 H 2.104963 0.185158 -0.268150  0.1979
13 H 1.665771 1.552931 0.759507  0.2142
14 H 0.063417 -1.335300 -1.165763  0.3911
15 H -1.827098 -0.972215 -2.343788  0.1079

Forces on the atoms, in the same order (eV/Å):
C 0.0 0.0 0.0
C 0.0 0.1 0.1
C 0.1 0.0 0.0
N -0.1 0.0 0.0
C 0.0 0.1 0.0
O 0.2 -0.3 -0.1
H -0.1 -0.1 -0.1
H -0.1 0.1 0.0
H 0.1 0.1 0.0
H 0.1 -0.1 0.0
H 0.0 -0.1 0.1
H -0.1 0.1 0.0
H -0.1 -0.1 -0.1
H -0.1 0.1 0.0
H 0.0 0.1 0.1

---

[2]
Here is one molecule with the formula C9H20O2Si from OMol25. Energies are from the ωB97M-V functional and the def2-TZVPD basis.

Kohn-Sham gap = 0.37860 Ha
molar mass = 188.343 g mol⁻¹
E_LUMO = 0.89 eV
maximum force = 0.31 eV Å⁻¹
spin multiplicity = 1
energy relative to the best compared isomer or geometry (same formula, charge and spin) = 314.1 kJ/mol
total energy = -21629.230 eV
structure (SMILES) = CCOCCCCC[SiH2]CC=O
HOMO = -9.4079 eV

Each line ends with the natural charge from an NBO analysis.
Geometry (Å):
1 C -0.412112 2.965824 -0.746860  -0.6267
2 C -0.324618 2.668778 -2.230374  -0.0649
3 O 0.658681 1.678932 -2.493456  -0.5466
4 C 0.176722 0.482868 -3.072736  -0.0510
5 C -0.682355 -0.342753 -2.122155  -0.4278
6 C 0.131110 -1.038200 -1.041951  -0.3994
7 C -0.717791 -1.843554 -0.068790  -0.3878
8 C 0.079246 -2.301155 1.174409  -0.8681
9 Si -0.493765 -1.559212 2.804695  1.1547
10 C 0.926611 -0.678922 3.696287  -0.9558
11 C 1.724404 0.143612 2.732614  0.4407
12 O 1.266492 1.074679 2.115730  -0.5371
13 H -1.198463 3.698485 -0.551340  0.2049
14 H -0.629556 2.062633 -0.174596  0.2107
15 H 0.529598 3.373920 -0.379332  0.2179
16 H -0.042047 3.574563 -2.775202  0.1746
17 H -1.295517 2.341800 -2.621367  0.1605
18 H 1.083429 -0.073023 -3.325353  0.1846
19 H -0.360386 0.689543 -4.006331  0.1628
20 H -1.263871 -1.069903 -2.699267  0.2019
21 H -1.413203 0.320805 -1.646195  0.2006
22 H 0.706388 -0.282515 -0.494862  0.2134
23 H 0.865309 -1.698087 -1.519756  0.1935
24 H -1.132391 -2.713584 -0.585155  0.2014
25 H -1.580503 -1.237798 0.227678  0.1969
26 H 1.135205 -2.052686 1.027120  0.2317
27 H 0.048248 -3.387542 1.287850  0.2416
28 H -1.586301 -0.591702 2.565726  -0.1726
29 H -1.003521 -2.606831 3.722362  -0.1778
30 H 0.483159 -0.008701 4.438159  0.2700
31 H 1.554309 -1.405014 4.215718  0.2419
32 H 2.767489 -0.185262 2.546732  0.1112

Forces on the atoms, in the same order (eV/Å):
C 0.0 0.0 0.0
C -0.1 0.0 0.0
O 0.1 0.1 0.1
C 0.2 -0.1 0.1
C -0.1 0.1 0.0
C 0.2 0.1 -0.1
C -0.1 -0.1 0.1
C 0.0 -0.1 0.0
Si 0.0 0.0 0.0
C 0.1 0.1 0.1
C -0.2 -0.1 -0.2
O 0.1 0.0 0.1
H 0.0 0.0 0.0
H 0.0 0.0 0.0
H 0.0 -0.1 0.0
H 0.0 0.0 0.0
H 0.0 0.0 0.0
H -0.1 -0.1 -0.1
H -0.1 0.1 0.0
H 0.1 0.0 0.0
H 0.0 -0.1 -0.1
H 0.0 0.0 0.0
H 0.0 0.0 0.1
H 0.0 0.0 0.0
H 0.0 0.0 0.0
H 0.0 0.0 0.0
H 0.0 0.0 -0.1
H 0.0 0.0 0.0
H 0.0 0.0 0.0
H 0.0 0.0 0.0
H 0.0 0.0 0.0
H 0.0 0.1 0.0

---

[3]
Here is a 2-piece molecular cluster, C5H15N2O overall from OMol25. Energies are from the ωB97M-V functional and the def2-TZVPD basis.

Kohn-Sham gap = 0.22857 Ha
molar mass = 119.188 g mol⁻¹
E_LUMO = -7.02 eV
total charge = +1
maximum force = 3.06 eV Å⁻¹
spin multiplicity = 1
energy relative to the best compared isomer or geometry (same formula, charge and spin) = 552.8 kJ/mol
total energy = -10444.831 eV
HOMO = -13.2405 eV

Each line ends with the natural charge from an NBO analysis.
Geometry (Å):
1 N -3.859496 -2.602241 -0.216070  -1.0961
2 C 0.310806 1.232689 0.768519  0.3877
3 C -0.648215 0.538232 -0.130270  -0.6033
4 C -0.718921 -1.054795 -0.082291  0.0318
5 O -1.242962 -1.650903 -1.276528  -0.7227
6 C 1.411220 2.253008 0.410778  -0.3277
7 N 2.810407 1.779436 0.682625  -0.5797
8 C 3.035476 0.583146 -0.070411  -0.4077
9 H -4.611092 -1.928438 -0.118409  0.3700
10 H -4.249076 -3.189604 -0.948699  0.3712
11 H -3.961248 -3.204110 0.599617  0.3707
12 H -0.071341 1.263648 1.788913  0.2097
13 H -1.777495 0.702619 0.207442  0.3334
14 H -0.531981 0.695304 -1.181363  0.2752
15 H -1.278855 -1.232502 0.761887  0.1854
16 H 0.316663 -1.291536 0.135402  0.1773
17 H -1.941875 -2.338055 -1.215401  0.5393
18 H 1.364717 2.566793 -0.599104  0.2389
19 H 1.220500 3.012422 1.138145  0.2602
20 H 3.102357 1.693394 1.672360  0.3918
21 H 3.757321 -0.111458 0.498754  0.2302
22 H 1.968433 0.253765 -0.237954  0.1434
23 H 3.638097 0.760923 -0.933212  0.2209

Forces on the atoms, in the same order (eV/Å):
N -0.5 -0.5 -0.1
C -2.4 0.7 -1.8
C -1.2 0.8 0.7
C 0.5 -1.3 -1.6
O 1.6 1.5 0.7
C 1.1 -1.9 2.1
N -1.0 1.3 1.2
C 0.5 -1.8 1.2
H 0.1 0.4 0.2
H 0.2 -0.2 -0.3
H 0.2 0.1 0.1
H 0.8 -0.4 0.4
H 2.3 0.4 -0.4
H 0.3 0.7 -0.6
H -1.4 -1.1 1.8
H 0.1 -0.9 -0.6
H 0.1 0.9 1.2
H -0.3 0.3 -1.0
H -0.2 1.1 0.2
H -0.8 0.3 -0.9
H -1.8 0.5 -0.5
H 1.9 -1.3 -0.7
H -0.3 0.3 -1.2